The following is a DFT calculation (ωB97M-V/def2-TZVPD) of a cluster of 2 separate species, C7H13N3S in total.

Values from the calculation:
- HOMO-LUMO gap (spin up / spin down): 7.0 / 8.2 eV
- Energy relative to the best compared isomer or geometry (same formula, charge and spin): 95.5 kcal per mole
- Calculated total energy: -22771.7796 eV
- LUMO energy (spin up / spin down): -0.635 / -0.243 eV
- Highest occupied orbital energy (spin up / spin down): -0.279 / -0.311 Eh

```
! wB97M-V def2-TZVPD RIJCOSX def2/J DEFGRID3
* xyz 0 1
C -2.3464 0.8200 -0.2504
C -0.4569 -0.1874 -0.4194
C -3.4180 1.7362 0.1979
C 2.7642 -0.1287 -0.8729
C 1.7019 -2.4645 -0.8167
C -0.5673 1.5671 1.3760
C 2.0156 -1.1834 -0.1364
N -2.4262 -0.0698 -1.2029
N -1.2393 -0.7080 -1.3109
N -1.0904 0.7899 0.2938
S 2.2064 -1.1705 1.5963
H -3.0645 2.7682 0.1984
H -4.2653 1.6499 -0.4787
H -3.7416 1.4826 1.2085
H 3.7873 -0.4594 -1.0794
H 2.8238 0.7913 -0.2943
H 2.2818 0.0771 -1.8254
H 1.0232 -3.0773 -0.2277
H 2.6206 -3.0362 -0.9906
H 1.2350 -2.2676 -1.7784
H -0.7868 2.6269 1.2243
H -1.0068 1.2505 2.3263
H 0.5122 1.4260 1.4218
H 1.4378 -2.2330 1.8408
*
```

The following is a DFT calculation (ωB97M-V/def2-TZVPD) of a structure of composition C23H23EuPSb.

Values from the calculation:
- HOMO-LUMO gap (spin up / spin down): 3.3 / 3.1 eV
- Energy relative to the best compared isomer or geometry (same formula, charge and spin): 72.9 kcal per mole
- Calculated total energy: -59367.7338 eV
- LUMO energy (spin up / spin down): 2.862 / 0.333 eV
- Highest occupied orbital energy (spin up / spin down): -0.015 / -0.102 Eh
- <S²>: 15.801

```
! wB97M-V def2-TZVPD RIJCOSX def2/J DEFGRID3
* xyz -1 8
C -3.0611 -0.4639 -1.5234
C -4.2632 -0.0968 -2.2012
C -4.8549 0.9837 -1.4929
C -4.0982 1.2071 -0.2976
C -2.9770 0.3273 -0.3133
Eu 0.5130 -0.6942 -0.8209
P -0.1068 -3.4840 -1.7513
H -2.3223 -1.2101 -1.8434
H -4.6821 -0.5994 -3.0648
H -5.7309 1.5529 -1.8007
H -2.2095 0.2715 0.4703
H -4.3548 1.9252 0.4956
H 0.8180 -4.0832 -2.6496
H -1.2724 -3.8067 -2.5292
H -0.2072 -4.5884 -0.8521
C 2.9615 -3.4499 -0.5095
C 2.2990 -3.0526 0.6572
C 2.2300 -1.6817 1.0068
C 2.8434 -0.7099 0.1797
C 3.3191 -1.1162 -1.0809
C 3.4411 -2.4869 -1.3980
Sb 2.7468 1.5359 0.6147
C 1.4715 1.3131 2.3787
C 0.0940 1.1117 2.3268
C -0.5763 0.6458 3.4693
C 0.1315 0.3657 4.6476
C 1.5024 0.6547 4.7040
C 2.1730 1.1632 3.5824
C 1.0872 2.1579 -0.7597
C 0.1159 3.0492 -0.2674
C -1.0481 3.2939 -1.0104
C -1.2397 2.6976 -2.2613
C -0.2187 1.9248 -2.8165
C 0.9829 1.6921 -2.0902
H 3.0882 -4.5136 -0.7479
H 1.7928 -3.8095 1.2725
H 1.6545 -1.3770 1.8961
H 3.5942 -0.3720 -1.8316
H 3.8699 -2.7946 -2.3632
H -0.4821 1.2862 1.4165
H -1.6626 0.5148 3.4341
H -0.3695 -0.0933 5.5134
H 2.0515 0.4888 5.6303
H 3.2458 1.3788 3.6391
H 0.2362 3.5225 0.7171
H -1.8169 3.9604 -0.6092
H -2.1833 2.8437 -2.8018
H -0.3197 1.5279 -3.8316
H 1.7941 1.0877 -2.5326
*
```

The following is a DFT calculation (ωB97M-V/def2-TZVPD) of a cluster of 2 separate species, C4H6O in total.

Values from the calculation:
- HOMO-LUMO gap: 8.8 eV
- Energy relative to the best compared isomer or geometry (same formula, charge and spin): 76.3 kcal per mole
- Calculated total energy: -6288.6109 eV
- LUMO energy: 0.202 eV
- Highest occupied orbital energy: -0.315 Eh

```
! wB97M-V def2-TZVPD RIJCOSX def2/J DEFGRID3
* xyz 0 1
C 0.8621 0.6678 0.8589
O 1.2620 0.2225 -0.4554
C 0.2495 0.0358 -1.2811
C -0.9657 0.2994 -0.4594
C -0.6195 0.7100 0.7672
H 1.2386 -0.0378 1.6082
H 1.3378 1.6402 1.0161
H -0.1692 -2.6786 -1.2038
H 0.0389 -2.0704 -1.5923
H -1.9735 0.1706 -0.8368
H -1.2609 1.0405 1.5785
*
```

The following is a DFT calculation (ωB97M-V/def2-TZVPD) of a structure of composition C44H28BrF4HgN9O3PS.

Values from the calculation:
- HOMO-LUMO gap (spin up / spin down): 4.3 / 6.5 eV
- Energy relative to the best compared isomer or geometry (same formula, charge and spin): 26.8 kcal per mole
- Calculated total energy: -170849.0235 eV
- LUMO energy (spin up / spin down): 3.228 / 3.228 eV
- Highest occupied orbital energy (spin up / spin down): -0.040 / -0.122 Eh
- <S²>: 0.780

```
! wB97M-V def2-TZVPD RIJCOSX def2/J DEFGRID3
* xyz -2 2
Hg -0.1073 -1.0304 -0.1748
C 4.4578 -1.5977 -0.0069
C 4.6811 -2.9829 0.0464
C 3.6131 -3.8262 0.1364
C 2.2745 -3.3304 0.1575
N 2.0891 -1.9801 0.1555
C 3.1615 -1.1727 0.0631
N 1.3166 -4.2815 0.1654
C -0.0077 -4.1699 0.1470
N -0.8197 -3.0710 0.2002
C -2.1344 -3.4412 0.1319
N -3.2461 -2.6812 0.1520
C -3.3316 -1.3830 0.4101
C -4.6644 -0.8386 0.4564
C -4.8966 0.4410 0.8518
C -3.8015 1.2629 1.2141
C -2.5521 0.7231 1.0789
N -2.2803 -0.5232 0.6575
C -2.1905 -4.8776 0.0378
C -3.2585 -5.7739 -0.0422
C -2.9714 -7.1234 -0.1127
C -1.6377 -7.5849 -0.1015
C -0.5792 -6.7004 -0.0143
C -0.8628 -5.3380 0.0583
H 5.2655 -0.8855 -0.0960
H 5.6901 -3.3754 0.0154
H 3.7286 -4.9004 0.1745
H 2.9499 -0.1070 0.0510
H -5.4685 -1.5107 0.1899
H -5.9108 0.8228 0.9086
H -3.9352 2.2767 1.5694
H -1.6811 1.3196 1.3190
H -4.2791 -5.4083 -0.0469
H -3.7799 -7.8436 -0.1741
H -1.4434 -8.6497 -0.1648
H 0.4491 -7.0429 -0.0012
F -6.5881 2.8789 -1.8052
C -5.2643 2.7237 -1.8243
C -4.4431 3.7718 -1.4857
F -4.9770 4.9568 -1.1679
C -3.0694 3.6049 -1.4961
F -2.3440 4.7016 -1.2230
C -2.4656 2.3955 -1.7928
P -0.7216 1.9189 -1.4232
C -0.0654 3.2935 -0.3791
C 1.2311 3.7695 -0.5755
C 1.8000 4.6729 0.3142
C 1.0840 5.1220 1.4129
C -0.2048 4.6504 1.6237
C -0.7680 3.7401 0.7425
C 0.1208 2.2180 -3.0219
C 1.3339 1.5664 -3.2433
C 2.0199 1.7234 -4.4401
C 1.4928 2.5454 -5.4274
C 0.2952 3.2142 -5.2086
C -0.3900 3.0511 -4.0124
C -3.3263 1.3627 -2.1881
Br -2.6323 -0.2889 -2.7435
C -4.6991 1.5244 -2.2086
F -5.5129 0.5401 -2.5875
H 1.8119 3.4299 -1.4225
H 2.8121 5.0194 0.1472
H 1.5237 5.8352 2.0987
H -0.7730 4.9805 2.4851
H -1.7753 3.3828 0.9291
H 1.7380 0.9162 -2.4775
H 2.9479 1.1862 -4.6006
H 2.0134 2.6600 -6.3700
H -0.1104 3.8644 -5.9750
H -1.3253 3.5754 -3.8539
N 0.5073 -1.2765 -2.3385
C 1.4322 -1.5932 -2.9825
N 2.3936 -1.9857 -3.7132
C 3.4234 -1.3229 -4.1709
N 4.3552 -0.7975 -4.6276
N 0.8893 0.7761 1.5722
C 1.6469 0.6052 2.8087
C 1.9920 1.7338 3.5475
C 2.7111 1.6099 4.7249
C 3.0991 0.3516 5.1695
C 2.7466 -0.7753 4.4370
C 2.0151 -0.6517 3.2582
S 4.1225 0.2160 6.6426
O 3.6991 1.3340 7.4762
O 5.4772 0.3451 6.1235
O 3.8105 -1.0955 7.1880
H 0.1619 1.4549 1.7650
H 1.4922 1.2355 0.8953
H 1.6823 2.7128 3.1913
H 2.9760 2.4754 5.3202
H 3.0391 -1.7486 4.8110
H 1.7219 -1.5250 2.6892
*
```

The following is a DFT calculation (ωB97M-V/def2-TZVPD) of a structure of composition C30H41HgN12O6S2.

Values from the calculation:
- HOMO-LUMO gap (spin up / spin down): 6.6 / 6.1 eV
- Energy relative to the best compared isomer or geometry (same formula, charge and spin): 10.1 kcal per mole
- Calculated total energy: -87782.5452 eV
- LUMO energy (spin up / spin down): -0.628 / -1.274 eV
- Highest occupied orbital energy (spin up / spin down): -0.266 / -0.273 Eh
- <S²>: 0.761

```
! wB97M-V def2-TZVPD RIJCOSX def2/J DEFGRID3
* xyz 0 2
Hg 0.5241 -0.6140 -0.9053
O -1.6747 -0.3420 -7.8080
C -1.2271 -1.3824 -7.3014
O -1.1114 -2.5433 -7.7256
C -0.8604 -1.2329 -5.7943
C -0.3577 -2.3035 -5.0749
C -0.0384 -2.1465 -3.7375
N -0.2072 -0.9706 -3.1084
C -0.6913 0.0712 -3.7957
C -1.0232 -0.0268 -5.1363
C -0.8594 1.3511 -3.0577
C -1.7753 2.3093 -3.4800
C -1.8925 3.4834 -2.7594
C -1.0919 3.6770 -1.6447
C -0.2143 2.6710 -1.2893
N -0.1011 1.5343 -1.9764
C 0.5015 -3.2920 -2.9477
C 0.2562 -4.6084 -3.3312
C 0.7797 -5.6356 -2.5658
C 1.5273 -5.3282 -1.4395
C 1.7133 -3.9936 -1.1263
N 1.2207 -3.0030 -1.8639
H -0.2122 -3.2310 -5.6123
H -1.3872 0.8104 -5.7161
H -2.3968 2.1239 -4.3436
H -2.6109 4.2356 -3.0580
H -1.1677 4.5664 -1.0381
H 0.4069 2.7651 -0.4085
H -0.3474 -4.8216 -4.2010
H 0.5951 -6.6656 -2.8410
H 1.9463 -6.0999 -0.8091
H 2.2694 -3.7008 -0.2443
N -1.6248 -1.8435 -0.4981
N -2.5003 -1.8829 0.6204
C -2.0431 -1.1806 1.8148
N -3.2379 -1.2128 2.6672
S -0.6130 -1.9507 2.5754
H -2.0916 -1.4241 -1.2948
H -1.4045 -2.8005 -0.7499
H -3.4245 -1.5562 0.3658
H -3.5660 -2.1745 2.6422
H -2.9125 -1.0886 3.6208
C -0.6760 5.6874 3.7418
C -2.1219 5.7790 3.2799
S -2.7094 4.2976 2.4841
O -1.6686 3.8318 1.5922
O -4.0166 4.5612 1.9384
C -2.8700 3.1500 3.8419
C -2.9958 1.6770 3.4405
N -1.8225 1.1442 2.7705
C -1.8417 0.4310 1.4779
N -0.5127 0.6271 0.9566
C 0.2393 0.9988 1.9261
C -0.5293 1.2932 3.0973
N 0.0006 1.6048 4.3279
O 1.2242 1.8119 4.3850
O -0.7535 1.6128 5.3193
C -2.9033 0.9366 0.5203
H -0.3536 6.6558 4.1231
H -0.0262 5.4065 2.9149
H -0.5453 4.9588 4.5427
H -2.2696 6.5492 2.5202
H -2.8190 5.9827 4.0947
H -3.7690 3.4456 4.3835
H -2.0130 3.2973 4.4957
H -3.8289 1.5422 2.7552
H -3.2228 1.1124 4.3444
H 1.3120 1.0960 1.8617
H -3.8847 0.5335 0.7701
H -2.6386 0.6324 -0.4931
H -2.9387 2.0223 0.5332
C 5.1036 -2.0931 -0.9693
N 4.1206 -1.1182 -0.5179
C 3.7182 -0.1546 -1.5236
C 3.3085 -1.3728 0.5498
N 2.0755 -0.9660 0.5813
N 3.8583 -2.0712 1.5892
C 2.9818 -2.5556 2.6483
C 5.2181 -1.7899 2.0327
H 4.8228 -2.4679 -1.9572
H 5.1423 -2.9374 -0.2877
H 6.0974 -1.6463 -1.0387
H 4.5973 0.1157 -2.1068
H 3.3210 0.7437 -1.0544
H 2.9705 -0.5567 -2.2182
H 1.5645 -1.1490 1.4498
H 2.7271 -1.7656 3.3649
H 3.4978 -3.3547 3.1789
H 2.0500 -2.9443 2.2410
H 5.7352 -1.1623 1.3132
H 5.7802 -2.7157 2.1674
H 5.1897 -1.2600 2.9889
*
```

The following is a DFT calculation (ωB97M-V/def2-TZVPD) of a structure of composition C38H49NO2PSSc.

Values from the calculation:
- HOMO-LUMO gap: 7.7 eV
- Energy relative to the best compared isomer or geometry (same formula, charge and spin): 7.9 kcal per mole
- Calculated total energy: -86608.9344 eV
- LUMO energy: -0.412 eV
- Highest occupied orbital energy: -0.297 Eh

```
! wB97M-V def2-TZVPD RIJCOSX def2/J DEFGRID3
* xyz 0 1
Sc -17.7507 -6.8300 -8.0247
N -22.9899 -2.1779 -9.9547
C -22.0446 -2.8471 -9.9088
C -20.9060 -3.6798 -9.8921
C -19.7525 -3.2431 -9.1852
C -18.6381 -4.1111 -9.0538
C -18.7183 -5.4318 -9.5064
C -19.7698 -5.7835 -10.3377
C -20.8648 -4.9072 -10.5508
H -19.7103 -2.2830 -8.6763
H -17.7685 -3.7022 -8.5190
H -19.8589 -6.7603 -10.8101
H -21.6524 -5.2293 -11.2201
C -21.4290 -8.0035 -6.9636
C -20.7222 -8.7396 -5.8101
C -20.0611 -10.0398 -6.2994
C -19.8460 -7.9082 -4.9360
C -19.5334 -8.3965 -3.6719
C -18.8580 -7.6087 -2.7378
C -18.3699 -6.3794 -3.0846
C -18.5506 -5.8669 -4.3939
C -18.0843 -4.4623 -4.7211
C -19.2726 -3.5920 -5.2035
C -16.8442 -4.3706 -5.6173
C -19.1488 -6.7446 -5.3670
O -19.0425 -6.4287 -6.6606
H -22.3828 -8.4623 -7.1585
H -20.8584 -8.0771 -7.8925
H -21.5488 -6.9239 -6.7611
H -21.5203 -8.9862 -5.0547
H -19.5180 -9.9483 -7.2483
H -20.7765 -10.8346 -6.4640
H -19.4057 -10.4285 -5.5265
H -19.9498 -9.3274 -3.2935
H -18.6965 -7.9715 -1.7294
H -17.8271 -5.7319 -2.3791
H -17.8601 -4.0500 -3.7244
H -19.5910 -3.8393 -6.2118
H -19.0035 -2.5288 -5.2189
H -20.1691 -3.7117 -4.6113
H -16.8634 -5.1253 -6.4264
H -15.9497 -4.4920 -4.9950
H -16.7918 -3.3941 -6.0937
C -17.5874 -13.4133 -13.9597
C -18.2714 -13.0860 -15.2620
O -18.3043 -13.8231 -16.1926
S -19.1526 -11.5289 -15.5182
C -19.0295 -10.7800 -13.9739
C -17.8410 -10.0755 -13.6515
C -17.6800 -9.5127 -12.4086
C -18.6356 -9.7587 -11.4052
C -19.8701 -10.4000 -11.7619
C -20.0242 -10.9589 -13.0000
C -18.4241 -9.3251 -10.0857
C -18.1915 -8.8075 -8.9930
H -16.5055 -13.4421 -14.0899
H -17.9747 -14.3829 -13.6340
H -17.8435 -12.7180 -13.1419
H -17.0526 -10.0635 -14.3941
H -16.7694 -8.9402 -12.2014
H -20.6326 -10.4060 -10.9937
H -20.8842 -11.6130 -13.2305
C -12.7071 -8.2839 -6.2758
C -13.6119 -7.5646 -7.3295
C -13.7965 -6.0728 -6.9088
P -15.2019 -8.3523 -7.7785
C -14.8293 -8.9910 -9.5719
C -14.7049 -7.7707 -10.4993
C -13.5750 -9.8673 -9.6815
C -15.6395 -9.8293 -6.7877
C -15.9168 -9.5401 -5.3005
C -14.7744 -11.0650 -7.0358
H -11.7838 -7.7222 -6.2264
H -12.5331 -9.3272 -6.5271
H -13.2130 -8.2507 -5.3151
H -13.0245 -7.5533 -8.2303
H -14.2436 -6.0492 -5.8773
H -14.4399 -5.5679 -7.6206
H -12.8411 -5.5638 -6.8676
H -15.6885 -9.6146 -9.8786
H -14.0253 -7.0093 -10.0567
H -15.6630 -7.2439 -10.6261
H -14.3368 -8.0406 -11.4853
H -12.9410 -9.4109 -10.4562
H -13.8084 -10.9218 -9.9118
H -13.0568 -9.8867 -8.7236
H -16.6504 -10.0501 -7.2364
H -15.0051 -9.4259 -4.6984
H -16.4841 -10.3582 -4.8157
H -16.5188 -8.6135 -5.1718
H -13.6996 -10.8498 -6.9197
H -14.8319 -11.4290 -8.0400
H -15.0176 -11.8681 -6.3178
*
```

The following is a DFT calculation (ωB97M-V/def2-TZVPD) of a cluster of 2 separate species, C3H2N3S in total.

Values from the calculation:
- HOMO-LUMO gap (spin up / spin down): 7.6 / 7.2 eV
- Energy relative to the best compared isomer or geometry (same formula, charge and spin): 102.5 kcal per mole
- Calculated total energy: -18434.3253 eV
- LUMO energy (spin up / spin down): -7.018 / -7.311 eV
- Highest occupied orbital energy (spin up / spin down): -0.536 / -0.533 Eh

```
! wB97M-V def2-TZVPD RIJCOSX def2/J DEFGRID3
* xyz 1 1
C 1.4359 -1.0420 0.4519
C 1.6197 -0.4543 -0.5676
C -1.2219 0.6259 0.0060
N 0.0197 2.6091 0.3644
N -1.8917 -0.3437 -0.1230
N -0.6680 1.7348 0.1972
S -2.8039 -1.4775 -0.2449
H 1.5113 -1.5946 1.4141
H 1.9989 -0.0578 -1.4982
*
```

What did the first record say?
The following is a DFT calculation (ωB97M-V/def2-TZVPD) of a cluster of 2 separate species, C7H13N3S in total.

Values from the calculation:
- HOMO-LUMO gap (spin up / spin down): 7.0 / 8.2 eV
- Energy relative to the best compared isomer or geometry (same formula, charge and spin): 95.5 kcal per mole
- Calculated total energy: -22771.7796 eV
- LUMO energy (spin up / spin down): -0.635 / -0.243 eV
- Highest occupied orbital energy (spin up / spin down): -0.279 / -0.311 Eh

```
! wB97M-V def2-TZVPD RIJCOSX def2/J DEFGRID3
* xyz 0 1
C -2.3464 0.8200 -0.2504
C -0.4569 -0.1874 -0.4194
C -3.4180 1.7362 0.1979
C 2.7642 -0.1287 -0.8729
C 1.7019 -2.4645 -0.8167
C -0.5673 1.5671 1.3760
C 2.0156 -1.1834 -0.1364
N -2.4262 -0.0698 -1.2029
N -1.2393 -0.7080 -1.3109
N -1.0904 0.7899 0.2938
S 2.2064 -1.1705 1.5963
H -3.0645 2.7682 0.1984
H -4.2653 1.6499 -0.4787
H -3.7416 1.4826 1.2085
H 3.7873 -0.4594 -1.0794
H 2.8238 0.7913 -0.2943
H 2.2818 0.0771 -1.8254
H 1.0232 -3.0773 -0.2277
H 2.6206 -3.0362 -0.9906
H 1.2350 -2.2676 -1.7784
H -0.7868 2.6269 1.2243
H -1.0068 1.2505 2.3263
H 0.5122 1.4260 1.4218
H 1.4378 -2.2330 1.8408
*
```

Which formula does entry 5 have? C30H41HgN12O6S2